No. 1
Here is 4 unconnected molecules or ions with the total composition C22H21NO14S from OMol25. Energies are from ωB97M-V/def2-TZVPD.

For the HOMO energy, the calculation gives -9.161 eV. The value obtained for the energy above the lowest of the compared OMol25 structures with the same formula, charge and spin is 0.000 eV. Its LUMO energy is -1.6 eV. As for the SMILES: O=C1C=C(O)C(=O)C=C1O.O=C1C=C(O)C(=O)C=C1O.O=C1C=C(O)C(=O)C=C1O.O=C(O)NCCCS.

Last column: natural (NBO) charge in e.
Geometry (Å):
1 O -1.632 -2.639 -4.736  -0.532
2 C -2.104 -1.962 -5.628  0.473
3 C -1.992 -2.288 -7.040  -0.391
4 C -2.527 -1.468 -7.952  0.325
5 O -2.468 -1.694 -9.257  -0.626
6 C -3.247 -0.204 -7.566  0.473
7 O -3.686 0.490 -8.464  -0.543
8 C -3.378 0.112 -6.156  -0.398
9 C -2.847 -0.710 -5.239  0.331
10 O -2.927 -0.490 -3.938  -0.631
11 H -1.470 -3.195 -7.308  0.244
12 H -2.929 -0.945 -9.680  0.507
13 H -3.910 1.013 -5.889  0.244
14 H -2.476 -1.238 -3.493  0.516
15 O 4.545 -2.677 3.292  -0.544
16 C 4.938 -2.173 4.326  0.478
17 C 5.347 -2.946 5.488  -0.393
18 C 5.769 -2.317 6.591  0.325
19 O 6.161 -2.952 7.686  -0.627
20 C 5.837 -0.818 6.675  0.472
21 O 6.220 -0.332 7.724  -0.545
22 C 5.449 -0.044 5.514  -0.400
23 C 5.021 -0.666 4.404  0.335
24 O 4.655 -0.006 3.319  -0.633
25 H 5.298 -4.024 5.417  0.242
26 H 6.410 -2.256 8.324  0.507
27 H 5.515 1.033 5.582  0.243
28 H 4.330 -0.652 2.659  0.530
29 O -1.711 2.498 0.539  -0.556
30 C -2.726 3.075 0.889  0.479
31 C -2.733 4.230 1.766  -0.384
32 C -3.900 4.788 2.114  0.322
33 O -3.991 5.843 2.908  -0.621
34 C -5.218 4.251 1.624  0.475
35 O -6.228 4.809 2.004  -0.534
36 C -5.208 3.107 0.730  -0.389
37 C -4.041 2.550 0.378  0.326
38 O -3.960 1.508 -0.437  -0.620
39 H -1.782 4.606 2.115  0.244
40 H -4.944 6.034 2.995  0.508
41 H -6.158 2.739 0.371  0.247
42 H -3.014 1.297 -0.539  0.508
43 O 2.931 -0.991 1.288  -0.643
44 C 2.634 -1.506 0.231  0.905
45 O 2.759 -2.824 -0.001  -0.664
46 N 2.078 -0.836 -0.881  -0.687
47 C 1.266 0.324 -0.476  -0.224
48 C 0.061 -0.035 0.395  -0.441
49 C -0.518 -1.428 0.215  -0.516
50 S -1.007 -1.847 -1.475  -0.073
51 H 3.430 -3.174 0.597  0.506
52 H 2.863 -0.516 -1.433  0.396
53 H 1.893 1.034 0.059  0.201
54 H 0.932 0.828 -1.375  0.203
55 H -0.724 0.668 0.133  0.238
56 H 0.323 0.166 1.428  0.223
57 H 0.162 -2.200 0.556  0.212
58 H -1.400 -1.513 0.835  0.234
59 H 0.029 -1.441 -2.209  0.145


No. 2
Here is a molecular structure, C22H21NO5 from OMol25. Energies are from ωB97M-V/def2-TZVPD.

For the HOMO energy, the calculation gives -8.971 eV. The value obtained for the energy above the lowest of the compared OMol25 structures with the same formula, charge and spin is 18.903 eV. Its LUMO energy is -0.6 eV.

Last column: natural (NBO) charge in e.
Geometry (Å):
1 C -1.069 -2.730 -1.536  -0.758
2 C -1.466 -1.328 -1.410  0.558
3 O -0.921 -0.290 -1.978  -0.559
4 C -2.729 -1.199 -0.526  -0.156
5 C -3.596 -2.419 -0.351  -0.131
6 C -4.760 -2.179 0.694  -0.198
7 C -5.052 -0.988 1.391  -0.142
8 C -4.170 0.242 0.827  -0.222
9 C -3.130 0.107 -0.017  0.263
10 O -2.179 1.075 -0.197  -0.587
11 C -2.687 2.593 -0.278  0.836
12 O -3.877 2.850 -0.364  -0.486
13 C -1.428 3.134 -0.623  -0.501
14 H -1.049 3.249 -1.486  0.280
15 H -1.820 4.325 -0.553  0.224
16 C -0.374 3.048 0.606  -0.225
17 N 0.444 1.690 0.259  -0.488
18 C 1.154 1.639 -0.837  0.757
19 O 1.493 2.664 -1.795  -0.677
20 C 1.727 0.338 -0.778  -0.381
21 C 1.171 -0.334 0.302  -0.384
22 C 0.214 0.830 1.160  0.808
23 O -0.314 0.775 2.078  -0.490
24 H 0.567 -1.184 0.396  0.245
25 C 2.398 -0.500 1.102  -0.198
26 C 3.267 0.617 1.503  -0.225
27 C 3.666 0.926 0.384  -0.219
28 C 3.346 0.500 -0.881  -0.198
29 C 3.670 -1.150 -0.589  -0.194
30 C 4.735 -1.559 0.456  -0.466
31 C 3.236 -1.589 0.527  -0.283
32 H 2.794 -2.730 0.472  0.225
33 H 5.248 -0.717 0.965  0.238
34 H 5.265 -2.538 0.196  0.235
35 H 3.700 -1.755 -1.613  0.232
36 H 3.741 1.004 -1.719  0.264
37 H 4.257 2.025 0.150  0.196
38 H 3.323 1.044 2.757  0.266
39 H 2.005 -1.016 2.306  0.189
40 H 1.309 -0.108 -1.697  0.308
41 H -0.595 2.937 1.666  0.244
42 H 0.268 3.980 0.635  0.240
43 H -4.444 1.136 1.434  0.228
44 H -5.848 -0.882 1.923  0.191
45 H -5.451 -2.874 0.779  0.184
46 H -3.278 -3.270 -0.656  0.184
47 H -0.960 -3.377 -0.637  0.256
48 H -0.018 -2.842 -2.072  0.247
49 H -1.783 -3.171 -2.376  0.265


No. 3
Here is a molecular structure, C22H22CdN2OS4 from OMol25. Energies are from ωB97M-V/def2-TZVPD.

For the HOMO energy, the calculation gives -7.169 eV. Its LUMO energy is 0.4 eV.

Last column: natural (NBO) charge in e.
Geometry (Å):
1 Cd -0.446 -0.921 0.704  1.455
2 S -0.821 -1.018 3.142  -0.487
3 C -1.602 0.568 3.279  -0.186
4 C -2.694 0.680 4.146  -0.225
5 C -3.360 1.874 4.332  -0.197
6 C -2.956 3.019 3.654  -0.223
7 C -1.871 2.941 2.803  -0.246
8 C -1.204 1.737 2.607  -0.137
9 S 0.205 1.687 1.529  0.214
10 C -0.460 2.398 0.001  -0.587
11 C 0.086 1.727 -1.240  0.252
12 C -0.009 2.389 -2.463  -0.249
13 C 0.347 1.713 -3.610  -0.140
14 C 0.809 0.406 -3.514  -0.248
15 C 0.911 -0.167 -2.257  0.215
16 C 1.383 -1.582 -2.076  -0.558
17 S 0.142 -2.627 -1.261  0.240
18 C -1.206 -2.362 -2.385  -0.295
19 C -1.125 -3.042 -3.601  -0.140
20 C -2.078 -2.869 -4.584  -0.271
21 C -3.141 -2.007 -4.328  -0.186
22 C -3.235 -1.347 -3.123  -0.235
23 C -2.276 -1.491 -2.105  -0.127
24 S -2.578 -0.602 -0.616  -0.487
25 N 0.558 0.492 -1.150  -0.522
26 H -3.027 -0.210 4.661  0.224
27 H -4.203 1.912 5.008  0.213
28 H -3.473 3.957 3.796  0.212
29 H -1.528 3.826 2.282  0.210
30 H -0.267 3.470 -0.051  0.226
31 H -1.544 2.243 0.012  0.272
32 H -0.389 3.400 -2.504  0.222
33 H 0.252 2.189 -4.578  0.222
34 H 1.074 -0.164 -4.393  0.224
35 H 2.250 -1.613 -1.421  0.262
36 H 1.639 -2.024 -3.038  0.226
37 H -0.297 -3.720 -3.762  0.204
38 H -2.001 -3.399 -5.522  0.213
39 H -3.911 -1.858 -5.074  0.212
40 H -4.071 -0.688 -2.935  0.222
41 C 5.201 -0.741 2.571  -0.402
42 N 3.776 -0.868 2.369  -0.406
43 C 2.887 -0.255 3.338  -0.436
44 C 3.305 -1.380 1.225  0.552
45 O 2.132 -1.421 0.876  -0.693
46 H 5.428 -0.916 3.623  0.208
47 H 5.563 0.255 2.302  0.196
48 H 5.729 -1.488 1.981  0.210
49 H 3.219 -0.527 4.340  0.201
50 H 1.873 -0.612 3.180  0.265
51 H 2.901 0.833 3.241  0.201
52 H 4.101 -1.797 0.586  0.112


Going through the records in order, we get gap between HOMO and LUMO values of 7.55; 8.35; 7.54 eV.